Record 1
ORCA calculation (ωB97M-V/def2-TZVPD) on a 9-piece molecular cluster, C36H54O18 overall in a non-equilibrium geometry.

Geometry as XYZ:
```
108
Properties=species:S:1:pos:R:3
C -4.262 -2.273 -2.545
O -3.745 -1.030 -2.899
C -2.581 -1.109 -3.601
O -2.086 -2.116 -3.994
O -2.139 0.208 -3.733
C -0.882 0.400 -4.481
H -4.944 -2.164 -1.664
H -3.467 -2.994 -2.238
H -4.733 -2.803 -3.381
H -0.666 1.435 -4.203
H -1.058 0.276 -5.547
H -0.166 -0.369 -4.071
C -2.404 6.731 -4.195
O -3.117 5.968 -3.247
C -3.152 4.625 -3.406
O -2.511 3.919 -4.153
O -4.028 4.163 -2.530
C -4.203 2.788 -2.233
H -2.923 6.743 -5.128
H -1.406 6.411 -4.370
H -2.391 7.809 -3.916
H -3.399 2.504 -1.552
H -4.190 2.256 -3.201
H -5.206 2.659 -1.808
C -1.660 -0.907 5.108
O -0.273 -0.737 5.458
C 0.398 0.265 4.956
O -0.100 1.177 4.342
O 1.650 -0.019 5.165
C 2.644 0.810 4.608
H -1.948 -1.893 5.497
H -1.765 -0.740 4.064
H -2.238 -0.114 5.567
H 2.414 1.856 4.897
H 2.552 0.758 3.493
H 3.646 0.419 4.840
C -1.030 0.161 -0.450
O 0.048 0.293 -1.459
C 1.315 0.460 -1.138
O 2.261 0.457 -1.864
O 1.548 0.581 0.173
C 2.940 0.822 0.443
H -1.454 -0.835 -0.583
H -1.742 0.947 -0.735
H -0.688 0.348 0.568
H 3.283 1.505 -0.359
H 3.570 -0.076 0.500
H 2.941 1.300 1.456
C 8.041 -1.400 0.909
O 7.296 -2.297 0.136
C 5.987 -2.189 0.084
O 5.264 -1.521 0.816
O 5.544 -2.890 -0.908
C 4.124 -2.943 -1.073
H 9.097 -1.366 0.553
H 8.053 -1.736 1.954
H 7.599 -0.398 0.888
H 3.767 -3.517 -0.238
H 3.936 -3.504 -2.015
H 3.676 -1.950 -1.150
C -0.445 -2.244 2.107
O 0.971 -2.068 1.963
C 1.743 -3.030 2.486
O 1.376 -4.164 2.799
O 2.943 -2.584 2.668
C 4.022 -3.488 2.929
H -0.883 -1.280 1.975
H -0.611 -2.783 3.037
H -0.769 -2.926 1.345
H 3.549 -4.384 3.363
H 4.680 -2.962 3.586
H 4.610 -3.775 2.049
C 1.124 4.046 0.937
C 1.735 3.769 -0.289
C 0.930 3.417 -1.367
C -0.461 3.405 -1.255
C -1.061 3.655 -0.012
C -0.293 3.836 1.098
H 1.783 4.318 1.779
H 2.800 3.810 -0.432
H 1.482 3.139 -2.259
H -1.099 3.152 -2.068
H -2.158 3.460 0.079
H -0.711 4.030 2.072
C 0.410 -2.994 -2.238
C 0.727 -3.247 -0.908
C 0.756 -4.613 -0.445
C 0.435 -5.646 -1.331
C 0.078 -5.321 -2.635
C 0.022 -4.034 -3.091
H 0.383 -1.972 -2.634
H 1.002 -2.426 -0.230
H 0.967 -4.792 0.595
H 0.546 -6.663 -0.983
H -0.145 -6.137 -3.318
H -0.370 -3.768 -4.079
C -3.855 2.607 2.468
C -5.041 2.636 1.784
C -5.483 1.539 1.033
C -4.637 0.433 0.886
C -3.424 0.400 1.566
C -3.061 1.474 2.351
H -3.514 3.426 3.080
H -5.713 3.498 1.856
H -6.379 1.639 0.456
H -4.998 -0.425 0.302
H -2.883 -0.517 1.611
H -2.120 1.392 2.909
```

Values from the calculation:
Strongest force on any atom: 3.04 eV/A
Relative energy (zero: lowest compared OMol25 entry of this formula, charge and spin): 102.0 kcal/mol

Mulliken atomic charge list, values in e, 8 entries: atom 1 (C): -0.751, atom 2 (O): -0.212, atom 3 (C): 0.706, atom 4 (O): -0.538, atom 5 (O): -0.060, atom 6 (C): -0.453, atom 7 (H): 0.211, atom 8 (H): 0.271

Record 2
ORCA calculation (ωB97M-V/def2-TZVPD) on C36H55CsN4OSSi as an isolated structure in a non-equilibrium geometry.

Geometry as XYZ:
```
99
Properties=species:S:1:pos:R:3
Cs -0.848 -0.031 0.928
C -0.198 3.867 3.956
C -1.345 3.040 3.423
C -1.894 3.295 2.163
C -1.275 4.333 1.253
C -3.012 2.569 1.731
C -3.721 2.955 0.451
C -3.514 1.526 2.517
C -4.621 0.648 1.978
C -2.988 1.294 3.794
C -3.648 0.282 4.705
C -1.891 2.038 4.238
C -1.270 1.776 5.589
H -0.017 4.751 3.354
H 0.728 3.286 3.994
H -0.420 4.200 4.971
H -1.615 5.341 1.504
H -1.524 4.144 0.211
H -0.188 4.319 1.332
H -3.300 2.458 -0.429
H -3.658 4.029 0.291
H -4.777 2.700 0.508
H -5.609 1.051 2.217
H -4.563 -0.355 2.397
H -4.553 0.557 0.895
H -3.196 -0.710 4.611
H -4.708 0.193 4.478
H -3.570 0.589 5.745
H -1.613 2.505 6.330
H -0.185 1.853 5.537
H -1.507 0.783 5.962
C 0.236 -4.208 3.900
S 0.367 -3.120 2.458
C 0.925 -4.327 1.236
H 1.211 -4.628 4.139
H -0.480 -5.004 3.703
H -0.113 -3.594 4.728
H 0.197 -5.131 1.148
H 1.896 -4.728 1.525
H 1.008 -3.801 0.287
C -0.566 1.596 -4.827
C -0.209 1.262 -3.375
C -1.086 2.133 -2.464
C 1.259 1.630 -3.122
Si -0.475 -0.564 -2.821
O -0.262 -0.675 -1.264
C 0.626 -1.808 -3.751
C 1.067 -1.724 -5.072
C 1.808 -2.743 -5.657
C 2.126 -3.879 -4.929
C 1.703 -3.986 -3.611
C 0.967 -2.960 -3.038
C -2.243 -1.110 -3.313
C -2.773 -1.060 -4.604
C -4.069 -1.475 -4.877
C -4.875 -1.964 -3.857
C -4.365 -2.048 -2.570
C -3.069 -1.623 -2.311
H -0.309 2.640 -5.045
H -1.634 1.474 -5.011
H -0.020 0.975 -5.539
H -0.920 3.197 -2.669
H -0.844 1.945 -1.415
H -2.148 1.915 -2.618
H 1.458 2.662 -3.433
H 1.946 0.974 -3.663
H 1.487 1.548 -2.056
H 0.838 -0.849 -5.668
H 2.138 -2.650 -6.685
H 2.701 -4.676 -5.386
H 1.951 -4.871 -3.037
H 0.640 -3.040 -2.005
H -2.159 -0.718 -5.430
H -4.452 -1.420 -5.889
H -5.887 -2.284 -4.069
H -4.979 -2.449 -1.771
H -2.672 -1.705 -1.302
C 3.217 -0.208 -0.092
N 4.658 -0.200 -0.348
C 5.217 1.034 0.206
N 4.970 1.154 1.648
C 3.522 1.113 1.861
N 2.915 -0.119 1.346
C 3.560 -1.256 2.013
N 5.009 -1.274 1.804
C 5.258 -1.331 0.359
C 5.559 -0.013 2.309
H 2.780 -1.124 -0.495
H 2.762 0.638 -0.609
H 4.765 1.889 -0.301
H 6.294 1.049 0.028
H 3.070 1.969 1.353
H 3.320 1.191 2.933
H 3.134 -2.182 1.623
H 3.357 -1.203 3.086
H 4.840 -2.259 -0.039
H 6.336 -1.330 0.186
H 6.639 -0.006 2.144
H 5.369 0.053 3.383
```

Values from the calculation:
Strongest force on any atom: 2.17 eV/A
Relative energy (zero: lowest compared OMol25 entry of this formula, charge and spin): 3.1 kcal/mol

Mulliken atomic charge list, values in e, 8 entries: atom 1 (Cs): 1.044, atom 2 (C): -2.041, atom 3 (C): 0.410, atom 4 (C): 1.770, atom 5 (C): -2.830, atom 6 (C): 0.706, atom 7 (C): -2.095, atom 8 (C): 1.752

| no. | E (eV) | HOMO energy (eV) |
| --- | --- | --- |
| 1 | -75061.234 | -9.04 |
| 2 | -65495.790 | -8.25 |